1.
# C29H47CsN3O2PSSb

A molecular structure, C29H47CsN3O2PSSb at a distorted geometry (ωB97M-V with the def2-TZVPD basis set, OMol25).

Last column: Löwdin charge in e.
CARTESIAN COORDINATES (ANGSTROEM)
Cs -0.656 -0.492 -0.319  1.224
C -3.302 1.952 0.549  -0.024
C -2.428 2.665 -0.457  -0.338
C -2.474 4.044 -0.633  -0.019
C -1.643 4.627 -1.570  -0.051
C -0.766 3.830 -2.295  -0.150
C -0.764 2.457 -2.064  -0.482
N -1.601 1.906 -1.183  -0.135
Sb 0.644 1.404 -3.390  1.509
C -0.699 -0.040 -4.262  -0.452
C -0.831 0.009 -5.644  -0.126
C -1.693 -0.884 -6.264  -0.054
C -2.387 -1.786 -5.484  -0.020
C -2.198 -1.777 -4.105  -0.327
C -2.912 -2.747 -3.210  -0.034
N -1.368 -0.919 -3.507  0.041
C 2.017 0.015 -2.376  -0.488
C 3.345 0.267 -2.711  -0.151
C 4.334 -0.564 -2.203  -0.051
C 3.977 -1.612 -1.376  -0.018
C 2.630 -1.818 -1.096  -0.348
C 2.168 -2.953 -0.213  -0.028
N 1.684 -1.025 -1.605  -0.132
H -3.852 2.670 1.156  0.082
H -4.022 1.310 0.039  0.089
H -2.708 1.320 1.216  0.047
H -3.154 4.644 -0.042  0.117
H -1.666 5.697 -1.731  0.115
H -0.099 4.269 -3.026  0.082
H -0.274 0.733 -6.225  0.086
H -1.822 -0.872 -7.338  0.114
H -3.073 -2.494 -5.929  0.116
H -3.773 -3.194 -3.707  0.084
H -2.235 -3.550 -2.911  0.082
H -3.242 -2.248 -2.299  0.071
H 3.602 1.097 -3.356  0.081
H 5.375 -0.388 -2.446  0.116
H 4.726 -2.268 -0.952  0.118
H 3.009 -3.395 0.318  0.084
H 1.440 -2.612 0.527  0.030
H 1.695 -3.732 -0.812  0.088
C -3.497 -4.076 0.067  -0.134
O -2.125 -3.703 -0.035  -0.176
H -3.630 -4.960 0.695  0.085
H -3.937 -4.263 -0.914  0.073
H -4.017 -3.239 0.528  0.087
H -1.650 -4.402 -0.495  0.083
C 0.485 -1.842 5.596  -0.116
C -0.356 -1.053 4.606  -0.386
S -0.398 -1.795 2.974  0.875
O -1.253 -0.882 2.123  -0.856
C -1.394 -3.263 3.288  -0.375
C -2.800 -2.968 3.784  -0.114
H 0.544 -1.299 6.538  0.084
H 1.502 -1.985 5.228  0.078
H 0.057 -2.819 5.812  0.070
H 0.073 -0.068 4.410  0.074
H -1.385 -0.906 4.930  0.092
H -0.820 -3.896 3.966  0.089
H -1.414 -3.748 2.310  0.064
H -2.816 -2.636 4.820  0.072
H -3.399 -3.877 3.726  0.083
H -3.274 -2.205 3.166  0.074
C 3.642 4.437 -0.021  -0.140
C 2.685 3.461 -0.701  -0.419
P 1.840 2.198 0.346  0.933
C 1.008 3.276 1.588  -0.400
C 0.185 2.495 2.612  -0.148
C 3.269 1.462 1.250  -0.397
C 2.908 0.218 2.065  -0.146
H 4.066 5.128 -0.751  0.074
H 4.473 3.919 0.457  0.064
H 3.138 5.036 0.737  0.064
H 3.212 2.902 -1.481  0.055
H 1.889 4.008 -1.215  0.057
H 0.347 3.926 1.005  0.073
H 1.726 3.926 2.094  0.076
H -0.433 1.727 2.138  0.032
H -0.476 3.156 3.174  0.079
H 0.830 1.992 3.334  0.051
H 3.763 2.205 1.881  0.081
H 3.985 1.185 0.469  0.073
H 2.381 0.479 2.984  0.052
H 3.801 -0.341 2.349  0.078
H 2.261 -0.456 1.498  0.033

Calculated values
HOMO: -10.481 eV
Net charge: +1
Multiplicity: 1
Strongest force on any atom: 0.034 Eh/bohr
Frontier orbital gap: 8.64 eV

2.
# C29H47F3O3S2Sb3Ti

A molecular structure, C29H47F3O3S2Sb3Ti at a distorted geometry (ωB97M-V with the def2-TZVPD basis set, OMol25).

Last column: Löwdin charge in e.
CARTESIAN COORDINATES (ANGSTROEM)
Ti -0.790 0.147 0.147  0.409
C -6.148 -0.006 -0.459  -0.043
C -4.952 -0.900 -0.420  -0.293
C -4.332 -1.217 -1.661  -0.015
C -3.313 -2.163 -1.850  -0.220
C -3.098 -2.821 -3.131  -0.043
C -2.507 -2.513 -0.679  -0.243
C -3.050 -2.161 0.697  -0.403
C -2.813 -3.034 1.924  -0.052
C -4.372 -1.430 0.742  0.004
H -6.548 0.134 -1.464  0.084
H -5.792 0.911 0.017  0.061
H -6.927 -0.448 0.230  0.107
H -4.520 -0.530 -2.499  0.123
H -3.757 -2.380 -3.937  0.110
H -3.227 -3.913 -2.993  0.108
H -2.079 -2.661 -3.495  0.082
H -1.998 -3.475 -0.689  0.145
H -3.749 -3.292 2.471  0.094
H -2.223 -2.527 2.729  0.076
H -2.279 -3.982 1.748  0.089
H -4.985 -1.341 1.705  0.128
C 1.544 -1.201 3.581  -0.244
Sb 1.232 0.465 2.146  1.336
C 3.144 0.546 1.031  -0.250
C 1.669 2.463 3.267  -0.235
C 1.024 2.411 4.561  -0.350
C 1.810 2.233 5.683  -0.047
C 1.278 2.161 7.003  -0.042
C -0.122 2.038 7.112  -0.051
C -0.920 2.213 5.948  -0.053
C -0.411 2.497 4.704  -0.335
C -1.264 2.877 3.609  -0.281
Sb -2.006 1.305 2.230  1.361
C -3.316 0.532 3.702  -0.271
C -3.365 2.679 1.197  -0.258
H 1.068 -2.135 3.271  -0.011
H 1.084 -0.699 4.497  0.020
H 2.586 -1.344 3.828  0.009
H 3.902 1.106 1.535  0.000
H 2.772 0.982 0.110  -0.026
H 3.572 -0.466 0.915  0.025
H 1.295 3.346 2.616  0.098
H 2.782 2.582 3.339  0.079
H 2.877 2.236 5.469  0.113
H 1.931 2.094 7.875  0.109
H -0.615 1.809 8.050  0.104
H -1.994 2.063 5.990  0.106
H -0.710 3.676 2.982  0.106
H -2.149 3.351 4.039  0.081
H -3.977 1.350 4.091  0.049
H -2.529 0.224 4.422  0.009
H -3.920 -0.352 3.514  -0.002
H -3.986 3.228 1.921  0.025
H -3.986 1.985 0.569  -0.003
H -2.787 3.362 0.508  0.028
C 6.029 -3.405 -3.839  -0.239
C 5.667 -1.967 -4.219  -0.455
Sb 3.916 -1.377 -3.005  1.330
C 2.107 -1.436 -4.390  -0.433
C 2.441 -1.876 -5.831  -0.204
C 4.075 0.821 -2.919  -0.485
C 4.773 1.567 -4.085  -0.183
H 7.101 -3.680 -4.157  0.092
H 5.419 -4.021 -4.460  0.041
H 5.957 -3.596 -2.742  0.050
H 5.292 -1.849 -5.234  0.028
H 6.418 -1.212 -3.920  0.041
H 1.844 -0.372 -4.130  0.006
H 1.441 -2.142 -3.868  0.023
H 3.022 -1.094 -6.416  0.080
H 1.463 -1.888 -6.404  0.074
H 2.933 -2.856 -5.746  0.059
H 4.594 1.112 -1.996  0.027
H 3.007 1.210 -2.939  0.026
H 5.806 1.190 -4.124  0.058
H 4.802 2.620 -3.785  0.065
H 4.167 1.389 -4.977  0.063
S -0.234 -2.045 0.587  0.693
C -1.863 -1.489 0.073  -0.721
F -1.818 0.876 -3.806  0.137
C -0.927 1.872 -3.591  -0.548
F 0.022 1.826 -4.547  0.151
F -1.625 3.060 -3.597  0.122
S -0.073 1.757 -1.896  0.603
O 1.003 2.683 -1.926  -0.212
O 0.328 0.290 -1.690  -0.389
O -1.134 2.017 -0.867  -0.407

Calculated values
HOMO: -9.516 eV
Net charge: +1
Multiplicity: 1
Strongest force on any atom: 0.072 Eh/bohr
Frontier orbital gap: 5.32 eV

3.
# C29H47Ge3N4RuSe

A molecular structure, C29H47Ge3N4RuSe at a distorted geometry (ωB97M-V with the def2-TZVPD basis set, OMol25).

Last column: Löwdin charge in e.
CARTESIAN COORDINATES (ANGSTROEM)
Ru -0.548 -0.649 -0.522  0.775
N -1.467 -2.452 -1.453  -0.062
C -0.883 -3.796 -1.681  -0.189
C 0.064 -4.234 -0.590  -0.166
N 1.423 -3.630 -0.749  -0.037
H -2.308 -2.565 -0.884  0.105
H -1.833 -2.115 -2.340  0.095
H -0.360 -3.765 -2.640  0.128
H -1.664 -4.550 -1.781  0.142
H 0.164 -5.319 -0.612  0.146
H -0.292 -3.948 0.399  0.113
H 1.856 -3.956 -1.614  0.110
H 2.019 -3.998 -0.002  0.118
N -4.144 1.118 -1.941  0.172
C -2.841 0.826 -2.070  -0.121
N -2.385 0.158 -1.027  -0.085
C -3.471 -0.001 -0.164  -0.262
C -3.548 -0.639 1.076  -0.053
C -4.777 -0.646 1.700  -0.051
C -5.900 -0.032 1.118  -0.037
C -5.833 0.604 -0.104  0.023
C -4.590 0.604 -0.733  -0.175
H -4.693 1.625 -2.620  0.186
H -2.253 1.135 -2.916  0.123
H -2.682 -1.093 1.550  0.097
H -4.885 -1.125 2.665  0.124
H -6.842 -0.061 1.647  0.127
H -6.702 1.073 -0.546  0.133
C -3.708 2.794 2.427  -0.199
Ge -2.203 3.918 1.894  0.787
C -0.930 4.142 3.355  -0.213
C -2.738 5.599 1.072  -0.201
C -1.319 2.869 0.400  -0.510
Se -0.408 1.274 1.060  0.945
C 1.303 2.128 1.384  -0.299
H -4.285 3.274 3.217  0.040
H -3.360 1.833 2.810  0.016
H -4.379 2.612 1.585  0.015
H -1.448 4.562 4.218  0.038
H -0.125 4.829 3.093  0.032
H -0.503 3.188 3.673  0.015
H -3.227 6.241 1.805  0.036
H -3.439 5.432 0.254  0.026
H -1.872 6.136 0.685  0.030
H -0.583 3.435 -0.172  0.032
H -2.094 2.531 -0.283  -0.008
H 1.078 3.068 1.882  0.029
H 1.813 2.313 0.451  0.014
H 1.884 1.496 2.049  0.022
C 5.272 -0.241 -1.277  -0.206
Ge 4.233 -1.877 -1.429  0.820
C 3.799 -2.327 -3.284  -0.224
C 4.901 -3.343 -0.332  -0.219
Ge 1.816 -1.647 -0.503  0.907
C 1.295 -0.315 -1.818  -0.452
C 1.928 0.949 -1.700  -0.139
C 1.579 1.976 -2.531  -0.020
C 0.602 1.787 -3.530  -0.020
C -0.001 0.566 -3.674  -0.074
C 0.325 -0.503 -2.810  -0.165
C 2.136 -1.493 1.428  -0.356
C 1.304 -2.118 2.354  -0.124
C 1.563 -1.993 3.712  -0.041
C 2.648 -1.245 4.150  -0.027
C 3.477 -0.622 3.226  -0.042
C 3.224 -0.742 1.866  -0.141
H 6.285 -0.518 -1.581  0.049
H 5.344 0.139 -0.261  0.019
H 4.930 0.542 -1.952  0.030
H 4.703 -2.697 -3.773  0.044
H 3.464 -1.441 -3.823  0.030
H 3.044 -3.107 -3.394  0.012
H 5.984 -3.378 -0.479  0.045
H 4.511 -4.321 -0.617  0.029
H 4.729 -3.164 0.730  0.026
H 2.697 1.103 -0.951  0.096
H 2.076 2.934 -2.439  0.135
H 0.363 2.597 -4.207  0.132
H -0.698 0.398 -4.487  0.128
H -0.057 -1.486 -3.039  0.087
H 0.457 -2.715 2.039  0.081
H 0.914 -2.480 4.428  0.124
H 2.854 -1.156 5.208  0.128
H 4.332 -0.050 3.564  0.128
H 3.885 -0.255 1.162  0.075

Calculated values
HOMO (alpha / beta): -16.476 / -16.456 eV
Net charge: +3
Multiplicity: 1
Strongest force on any atom: 0.047 Eh/bohr
Frontier orbital gap (alpha / beta): 6.50 / 6.50 eV

4.
# C29H47IN4W

A molecular structure, C29H47IN4W at a distorted geometry (ωB97M-V with the def2-TZVPD basis set, OMol25).

Last column: Mulliken spin population.
CARTESIAN COORDINATES (ANGSTROEM)
W -1.386 -0.385 0.444  1.697
C -2.504 -4.391 0.337  0.015
C -1.942 -2.314 0.836  -0.181
N -1.482 -3.598 0.783  0.033
H -4.597 -3.881 -0.162  -0.002
N -3.318 -2.390 0.710  0.010
H -2.371 -5.434 0.099  0.002
C -0.264 -0.463 -1.340  -0.063
C 0.575 0.537 -1.909  0.115
C 0.694 0.638 -3.304  0.002
C 0.069 -0.300 -4.140  0.009
C -0.601 -1.385 -3.582  -0.006
C -0.683 -1.528 -2.192  -0.003
H 1.113 1.247 -1.256  -0.007
H 1.267 1.465 -3.750  0.000
H -1.083 -2.111 -4.246  -0.002
H -1.087 -2.446 -1.760  -0.010
C 0.121 -0.138 -5.623  -0.001
H -0.262 -1.041 -6.090  0.000
H 1.143 0.031 -5.967  0.000
H -0.489 0.702 -5.967  0.000
C -0.064 -4.018 0.997  -0.176
C -0.011 -5.452 1.515  0.019
C 0.697 -3.919 -0.319  0.041
H -0.355 -6.181 0.771  0.007
H 1.040 -5.689 1.740  -0.003
H -0.581 -5.565 2.446  -0.001
H 1.517 -3.501 2.358  0.077
H -0.092 -2.997 2.913  -0.057
H 0.779 -2.881 -0.672  0.005
C 0.547 -3.100 2.033  0.171
H 0.206 -4.506 -1.105  -0.002
H 1.716 -4.304 -0.176  0.001
H 0.758 -2.103 1.630  -0.020
C -3.620 -3.634 0.229  -0.018
C -3.985 -0.833 -1.027  -0.040
H -4.569 -1.595 -1.567  0.000
H -4.417 0.160 -1.224  0.005
C -4.022 -1.125 0.456  -0.025
H -3.653 0.907 1.025  0.034
C -5.433 -1.223 0.991  0.005
H -5.403 -1.480 2.055  -0.001
H -2.970 -0.902 -1.462  0.019
H -2.157 0.834 -0.474  0.011
H -6.040 -1.952 0.443  0.005
H -5.897 -0.235 0.885  0.003
C -3.248 -0.063 1.234  -0.130
H -3.386 -0.219 2.295  0.014
C 3.577 3.718 1.678  -0.035
N 3.378 2.658 0.779  0.080
H 2.206 5.380 2.144  0.024
N 1.664 3.949 0.590  0.058
H 4.365 3.744 2.409  0.036
C 3.982 1.313 0.885  -0.123
C 5.433 1.345 0.436  0.014
C 3.906 0.870 2.341  -0.118
H 6.050 1.959 1.109  -0.003
H 5.804 0.311 0.481  0.019
H 5.523 1.701 -0.598  -0.012
H 3.545 -0.639 0.121  0.022
H 3.143 0.680 -1.012  -0.017
H 2.852 0.756 2.642  -0.014
C 3.148 0.377 0.036  0.137
H 4.404 1.583 3.013  0.064
H 4.400 -0.107 2.415  -0.094
H 2.127 0.350 0.436  0.024
C 2.499 4.528 1.536  -0.090
C -0.345 4.227 1.910  -0.092
H 0.100 5.055 2.478  0.074
H -1.427 4.380 1.839  -0.057
C 0.204 4.173 0.487  -0.055
H -1.505 3.055 -0.190  0.020
C -0.128 5.457 -0.260  0.008
H 0.348 5.481 -1.248  -0.006
H -0.159 3.268 2.429  -0.012
H -0.168 2.063 0.302  0.007
H 0.156 6.336 0.332  -0.007
H -1.219 5.472 -0.387  0.007
C -0.413 2.995 -0.237  0.072
H -0.057 2.889 -1.263  -0.016
C 2.330 2.932 -0.002  -0.001
I 0.004 0.502 2.458  0.532

Calculated values
HOMO (alpha / beta): 2.356 / -0.106 eV
Net charge: -2
Multiplicity: 3
Strongest force on any atom: 0.075 Eh/bohr
Frontier orbital gap (alpha / beta): 1.91 / 4.35 eV

5.
# C29H48Br2N2O13

4 unconnected molecules or ions with the total composition C29H48Br2N2O13 at a distorted geometry (ωB97M-V with the def2-TZVPD basis set, OMol25).

Last column: Löwdin charge in e.
CARTESIAN COORDINATES (ANGSTROEM)
C -3.372 3.596 -1.163  -0.101
C -2.516 2.401 -1.710  -0.234
C -1.390 2.008 -0.685  -0.183
C 0.017 1.820 -1.314  -0.193
C 0.338 0.506 -2.070  -0.346
C -0.834 -0.034 -2.864  -0.225
N -1.704 -0.346 -3.498  0.247
C 1.536 0.740 -3.063  -0.584
Br 2.876 2.075 -2.408  0.768
C 1.203 1.166 -4.515  -0.762
C 0.946 -0.047 -5.481  -0.108
Br -0.084 2.623 -4.734  0.752
C 0.700 -0.706 -1.102  -0.313
C 0.824 -1.970 -1.950  -0.189
N 1.052 -2.711 -2.749  0.235
C 2.082 -0.522 -0.422  -0.150
C 2.530 -1.648 0.551  -0.165
C 2.048 -1.458 2.028  -0.152
C 3.280 -1.058 2.902  -0.186
O 2.893 -0.283 4.058  -0.036
C 2.471 -1.104 5.058  -0.348
O 1.975 -0.635 6.008  0.111
C -0.433 -1.019 -0.078  -0.088
C -0.598 -2.491 0.344  -0.162
O -1.618 -3.104 -0.476  -0.022
C -1.559 -4.470 -0.401  -0.535
C -1.128 -5.235 -1.655  0.028
O -1.859 -5.057 0.562  0.153
H -3.225 3.728 -0.075  0.064
H -4.450 3.425 -1.294  0.067
H -3.061 4.552 -1.614  0.070
H -3.189 1.559 -1.915  0.096
H -2.007 2.776 -2.606  0.047
H -1.726 1.226 0.006  0.095
H -1.298 2.914 -0.055  0.106
H 0.747 1.901 -0.490  0.095
H 0.178 2.729 -1.910  0.069
H 2.157 -0.162 -3.173  0.091
H 2.141 1.588 -4.900  0.046
H 0.590 -0.936 -4.943  0.056
H 0.145 0.274 -6.163  0.060
H 1.839 -0.253 -6.083  0.082
H 2.074 0.414 0.165  0.117
H 2.908 -0.409 -1.139  0.088
H 3.632 -1.572 0.602  0.110
H 2.351 -2.666 0.173  0.109
H 1.632 -2.377 2.467  0.116
H 1.366 -0.599 2.125  0.110
H 3.890 -0.371 2.290  0.127
H 3.932 -1.912 3.142  0.131
H 2.610 -2.202 5.013  0.159
H -1.433 -0.723 -0.435  0.123
H -0.289 -0.433 0.844  0.119
H 0.320 -3.090 0.405  0.116
H -1.024 -2.478 1.366  0.139
H -2.010 -5.505 -2.260  0.098
H -0.472 -4.644 -2.309  0.050
H -0.609 -6.163 -1.385  0.082
C -2.573 10.305 -1.703  -0.043
O -1.193 10.060 -1.974  0.004
C -0.904 8.783 -2.236  -0.617
O -1.688 7.870 -2.257  0.119
O 0.409 8.695 -2.469  0.005
C 0.861 7.375 -2.765  -0.043
H -2.680 11.369 -1.507  0.093
H -3.187 10.043 -2.564  0.098
H -2.897 9.752 -0.821  0.098
H 0.383 6.998 -3.669  0.097
H 0.672 6.706 -1.926  0.096
H 1.934 7.426 -2.935  0.094
C 0.741 -11.935 -0.626  -0.046
O 0.727 -10.755 0.176  0.000
C -0.455 -10.130 0.212  -0.618
O -1.456 -10.481 -0.357  0.124
O -0.330 -9.053 0.989  0.004
C -1.527 -8.280 1.123  -0.040
H 1.746 -12.348 -0.576  0.092
H 0.040 -12.673 -0.237  0.097
H 0.510 -11.699 -1.664  0.097
H -2.318 -8.872 1.582  0.100
H -1.848 -7.897 0.156  0.086
H -1.303 -7.437 1.770  0.087
C -1.794 5.029 6.306  -0.048
O -0.405 4.815 6.060  -0.001
C -0.087 3.547 5.772  -0.617
O -0.859 2.624 5.709  0.123
O 1.228 3.487 5.566  0.009
C 1.716 2.177 5.246  -0.047
H -1.925 6.086 6.526  0.092
H -2.384 4.779 5.424  0.096
H -2.127 4.448 7.165  0.097
H 1.264 1.816 4.324  0.092
H 1.526 1.488 6.059  0.076
H 2.790 2.256 5.100  0.096

Calculated values
HOMO: -10.363 eV
Multiplicity: 1
SMILES: CCCC[C@@](C#N)([C@H](Br)[C@@H](C)Br)[C@@](C#N)(CCCCOC=O)CCOC(C)=O.COC(=O)OC.COC(=O)OC.COC(=O)OC
Strongest force on any atom: 0.119 Eh/bohr
Frontier orbital gap: 10.41 eV